C4H7NS | wB97M-V/def2-TZVPD

Bonds (Å) are listed after each position.
CARTESIAN COORDINATES (ANGSTROEM)
1 C -0.85 -0.08 1.37  C2 1.318, N5 1.417, H7 1.085
2 C -1.32 1.06 0.91  C1 1.318, C3 1.265
3 C -1.77 2.10 0.35  C2 1.265, H8 1.168, H10 1.064
4 C 1.29 0.16 0.56  N5 1.189, H11 1.040, H12 1.094
5 N 0.54 -0.34 1.33  C1 1.417, C4 1.189
6 S 1.03 -2.34 -1.82  H9 1.341, H13 1.544
7 H -1.43 -0.87 1.85  C1 1.085
8 H -2.11 3.11 0.82  C3 1.168
9 H 2.37 -2.31 -1.93  S6 1.341
10 H -2.07 2.29 -0.65  C3 1.064
11 H 0.91 0.54 -0.33  C4 1.040
12 H 2.36 -0.07 0.60  C4 1.094
13 H 1.06 -3.26 -3.06  S6 1.544

ΔE to the lowest compared entry with this formula, charge and spin, kJ/mol: 414.01
Multiplicity: 1
SMILES: C=C=CN=C.S
Kohn-Sham gap, eV: 9.311
Electronic energy, a.u.: -609.40080